Below is C4H11N3O as an isolated structure at a distorted geometry, with properties calculated with wB97M-V/def2-TZVPD.

Results
orbital gap: 0.3129 hartree
HOMO: -0.3131 Eh
energy above the lowest of the compared OMol25 structures with the same formula, charge and spin: 8.831 eV
E_tot: -10836.381 eV

```
19
C4H11N3O | the Open Molecules 2025 dataset | wB97M-V/def2-TZVPD
C -1.5701 -0.8629 -0.2590
C -0.3249 -0.3597 0.2060
C 0.4535 0.6890 -0.7785
C 0.9422 -0.6821 -0.5501
H -2.6156 1.0285 -0.8163
H -3.4005 -0.2569 -0.0415
H -1.4974 -1.3797 -1.2486
H -1.9444 -1.8422 0.3136
H -0.8339 1.1955 1.5443
H -0.0541 0.8882 -1.6839
H 1.8827 1.3281 0.2946
H 0.5710 2.1973 0.5674
H 0.9576 -1.1622 -1.4878
H 2.2995 -0.4803 1.1626
H 1.9926 -2.4339 0.1737
N -2.4805 0.2776 -0.1671
N 1.1345 1.7143 -0.2561
N 2.4417 -0.8783 0.0359
O -0.2540 0.0521 1.5278
```